A:
Entry from the Open Molecules 2025 dataset: C3H5FOS as an isolated structure (wB97M-V/def2-TZVPD).

Computed properties:
Spin multiplicity: 1
E_HOMO in eV: -9.76
LUMO level in eV: 0.662
Gap between HOMO and LUMO in eV: 10.42

Each line ends with the Löwdin charge.
CARTESIAN COORDINATES (ANGSTROEM)
C 2.04752 -0.72678 0.75507  -0.3868
C -0.48836 -0.35233 0.34417  -0.7594
C -1.71946 0.45073 -0.10292  -0.1299
H 2.26096 -1.86409 0.32781  0.1001
H 1.46781 -0.36496 1.60872  -0.0085
H 3.14008 0.11513 0.79767  0.1351
H -2.34893 -0.36849 -0.28058  0.1060
H -2.04617 1.07924 0.71756  0.1313
O -0.66383 -1.05901 1.27136  0.0484
F -1.32708 1.24162 -1.23017  -0.1215
S 0.98390 0.15444 -0.51553  0.8852

***

B:
Entry from the Open Molecules 2025 dataset: one molecule with the formula C3H5FOS (wB97M-V/def2-TZVPD).

Computed properties:
SMILES string: FCCOC=S
Spin multiplicity: 1
E_HOMO in eV: -9.34
LUMO level in eV: 0.269
Gap between HOMO and LUMO in eV: 9.61

Each line ends with the Löwdin charge.
CARTESIAN COORDINATES (ANGSTROEM)
C -2.02510 0.38655 0.05979  -0.2041
C -0.67050 -0.17793 -0.06035  -0.2503
C 1.50326 0.81307 0.05612  -0.6982
H -2.25375 0.93640 0.98857  0.1366
H -2.23909 1.05253 -0.77972  0.1276
H -0.45889 -0.79362 0.82784  0.1218
H -0.51835 -0.83134 -0.93961  0.1331
H 1.79568 1.89026 0.17510  0.1055
O 0.17177 0.94730 -0.11229  -0.1677
F -2.89483 -0.67458 0.00994  -0.0385
S 2.21923 -0.61822 0.01271  0.7340

***

Relative energies, in hartree, with the most stable structure set to zero: A 0.0418; B 0.0000.

***

A:
Entry from the Open Molecules 2025 dataset: one molecule with the formula C5H3F3O2 (wB97M-V/def2-TZVPD).

Computed properties:
SMILES string: COC1=C(F)C(=O)C1(F)F
Spin multiplicity: 1
E_HOMO in eV: -9.97
LUMO level in eV: 0.135
Gap between HOMO and LUMO in eV: 10.11

Each line ends with the Löwdin charge.
CARTESIAN COORDINATES (ANGSTROEM)
C 1.47697 -1.14950 -0.06080  -0.0998
C 0.11525 -0.67085 0.03947  -0.0698
C 2.07904 0.14081 0.06031  -0.2749
C 0.64331 0.76290 -0.08362  -0.3705
C -2.08513 -0.06051 0.02326  0.0007
O 3.14980 0.66107 0.15337  0.1455
O -1.09387 -1.05896 0.31443  0.0357
F 1.99551 -2.34988 -0.06791  0.1440
F 0.22944 1.50794 1.03420  0.0719
F 0.31840 1.48615 -1.15806  0.1305
H -2.96095 -0.49489 -0.32134  0.0798
H -1.69428 0.63170 -0.78053  0.1172
H -2.17348 0.59403 0.84722  0.0896

***

B:
Entry from the Open Molecules 2025 dataset: one molecule with the formula C5H3F3O2 (wB97M-V/def2-TZVPD).

Computed properties:
Spin multiplicity: 1
E_HOMO in eV: -9.04
LUMO level in eV: -0.482
Gap between HOMO and LUMO in eV: 8.56

Each line ends with the Löwdin charge.
CARTESIAN COORDINATES (ANGSTROEM)
C 0.46959 -0.86786 -1.14210  -0.2684
C -0.95081 0.54305 0.30018  -0.0824
C -1.65985 0.08505 -0.85511  -0.1374
C 0.29319 -0.13080 -0.03355  -0.1479
C 1.44154 0.01317 0.91009  -0.5750
O 1.13945 -1.53512 -1.83033  0.1789
O -1.17416 -0.62162 -1.71977  0.1575
F 1.05862 -0.22824 2.19032  0.1163
F 2.47637 -0.78366 0.66417  0.1644
F 1.92995 1.27970 0.94263  0.1182
H -0.89546 1.63674 0.33101  0.1606
H -1.41855 0.22301 1.23835  0.1584
H -2.70990 0.38657 -0.99590  0.1567

***

Relative energies, in hartree, with the most stable structure set to zero: A 0.0439; B 0.0000.

***

A:
Entry from the Open Molecules 2025 dataset: C50H43F5Ge2N5O6Ti as an isolated structure (wB97M-V/def2-TZVPD).

Computed properties:
Spin multiplicity: 4
E_HOMO (spin up / spin down) in eV: -6.37 / -8.83
LUMO level (spin up / spin down) in eV: -0.072 / -2.203
Gap between HOMO and LUMO (spin up / spin down) in eV: 6.30 / 6.62

Each line ends with the Mulliken spin population.
CARTESIAN COORDINATES (ANGSTROEM)
Ti -0.59232 -0.56747 -0.74626  0.9321
C 4.89839 0.80313 -2.16449  0.0080
O 3.80059 0.58234 -3.05386  0.0034
C 2.69084 0.42278 -2.28135  0.0179
N 2.85108 0.49039 -1.02367  0.0272
C 4.29297 0.58032 -0.75793  -0.0064
C 4.84191 -0.68835 -0.13435  0.0029
C 4.34348 -1.93350 -0.49751  -0.0019
C 4.88309 -3.09024 0.04246  0.0002
C 5.92592 -3.01425 0.95275  0.0001
C 6.43819 -1.77474 1.30698  0.0002
C 5.90296 -0.61820 0.76144  0.0019
C 1.48926 0.10644 -3.03910  0.2665
C 1.56112 0.27268 -4.40795  -0.1656
C 0.63341 -0.34204 -5.24625  0.2760
C -0.19455 -1.29666 -4.68063  -0.1317
C -0.24346 -1.42271 -3.30185  0.2984
N 0.41730 -0.55038 -2.44025  0.2518
C -0.83530 -2.53785 -2.63023  0.0855
N -1.01353 -2.55734 -1.34304  0.0405
C -1.42895 -3.90484 -0.96185  0.0257
C -1.62002 -4.60126 -2.33668  -0.0052
O -1.12982 -3.65423 -3.30002  0.0105
C -2.67884 -4.02338 -0.11745  -0.0146
C -3.47633 -2.94234 0.22391  0.0129
C -4.63159 -3.13169 0.97136  0.0010
C -5.00818 -4.40489 1.36596  0.0003
C -4.21932 -5.49291 1.01951  0.0002
C -3.06198 -5.30200 0.28414  0.0002
H 5.27822 1.81568 -2.31270  0.0007
H 5.68300 0.08324 -2.39080  0.0005
H 4.49284 1.42467 -0.09802  -0.0016
H 3.50813 -1.99692 -1.18157  0.0050
H 4.48215 -4.05365 -0.24473  0.0001
H 6.32931 -3.91697 1.39313  0.0000
H 7.25636 -1.71107 2.01380  0.0000
H 6.30277 0.34986 1.04113  -0.0001
H 2.39353 0.83119 -4.81185  -0.0070
H 0.63999 -0.16293 -6.31149  0.0165
H -0.80485 -1.95526 -5.28372  -0.0031
H -0.60409 -4.36350 -0.40460  0.0034
H -2.67090 -4.80086 -2.54481  0.0021
H -1.04307 -5.51912 -2.43224  0.0014
H -3.19444 -1.95403 -0.10789  0.0028
H -5.24987 -2.28176 1.23562  0.0001
H -5.91732 -4.55392 1.93373  0.0001
H -4.50878 -6.49180 1.31899  0.0000
H -2.44708 -6.15581 0.01964  0.0000
C -3.80336 0.58892 1.63067  0.0008
C -2.67644 -0.31381 1.96970  0.0438
N -1.63117 -0.60115 1.21437  -0.0960
C -0.84871 -1.46901 1.94952  0.1487
C -1.44262 -1.71047 3.16058  -0.0134
N -2.59203 -0.97435 3.13731  0.0070
C -1.12136 -2.54116 4.34234  0.0003
O 0.00482 -3.21234 4.30441  -0.0005
O -1.89004 -2.56602 5.27461  -0.0001
C 0.46643 -1.87812 1.42043  0.0689
O 1.16711 -2.67810 2.03852  0.0076
O 0.78601 -1.30244 0.31622  -0.0257
H -4.33715 0.21883 0.75353  0.0013
H -3.42551 1.58741 1.40936  -0.0010
H -4.49731 0.65372 2.46701  0.0001
H -3.21797 -0.93394 3.92855  -0.0006
H 0.50806 -3.06319 3.45004  -0.0001
F -2.11459 2.15461 -0.64778  -0.0191
C -2.93028 1.37002 -1.39415  0.0257
C -2.52032 0.06681 -1.64235  0.0992
C -3.48458 -0.61292 -2.39209  0.0049
F -3.33415 -1.91718 -2.72287  0.0011
C -4.67067 -0.06864 -2.86176  -0.0066
F -5.50539 -0.80736 -3.59772  -0.0003
C -4.99147 1.24179 -2.56799  0.0039
F -6.12820 1.77872 -2.99746  0.0004
C -4.10223 1.97176 -1.80503  -0.0039
F -4.37851 3.23949 -1.47596  0.0001
C 0.12295 5.22418 -0.83930  0.0360
Ge 0.64179 3.37723 -1.39857  0.1470
C -0.47353 2.92046 -2.98389  0.0332
C 2.46941 3.67751 -2.13130  0.0340
Ge 0.50490 1.59671 0.47781  0.3848
C -0.74465 2.34401 1.91451  0.1605
C -0.78624 1.72918 3.16566  0.0559
C -1.55769 2.24316 4.19748  -0.0028
C -2.28244 3.41288 4.00890  0.0105
C -2.22875 4.05452 2.78100  0.0039
C -1.47667 3.51632 1.74424  -0.0817
C 2.07037 1.94551 1.65848  -0.0266
C 2.58211 1.01322 2.55624  0.0143
C 3.61330 1.35257 3.42165  0.0032
C 4.15721 2.62785 3.39305  0.0002
C 3.66138 3.56713 2.49848  0.0109
C 2.62121 3.22606 1.64659  0.0367
H 0.49971 5.91335 -1.59599  0.0082
H 0.56086 5.48675 0.12362  0.0012
H -0.95857 5.33738 -0.77536  -0.0006
H 0.07057 3.18277 -3.89217  0.0026
H -1.40962 3.47959 -2.96651  0.0035
H -0.70161 1.85651 -3.01730  -0.0087
H 2.40674 4.54401 -2.79165  0.0024
H 2.83217 2.83215 -2.70960  -0.0050
H 3.18585 3.89338 -1.33732  -0.0021
H -0.19506 0.83627 3.34606  -0.0158
H -1.58638 1.73607 5.15542  0.0001
H -2.87613 3.82416 4.81535  0.0005
H -2.77858 4.97459 2.62363  0.0009
H -1.46913 4.01635 0.78493  0.0040
H 2.19532 -0.00116 2.56659  -0.0025
H 3.99988 0.61613 4.11546  -0.0001
H 4.96659 2.89281 4.06162  -0.0002
H 4.08138 4.56498 2.46623  0.0001
H 2.23075 3.96964 0.95850  -0.0136

***

B:
Entry from the Open Molecules 2025 dataset: C50H43F5Ge2N5O6Ti as an isolated structure (wB97M-V/def2-TZVPD).

Computed properties:
Spin multiplicity: 4
E_HOMO (spin up / spin down) in eV: -6.09 / -8.52
LUMO level (spin up / spin down) in eV: 0.048 / -1.653
Gap between HOMO and LUMO (spin up / spin down) in eV: 6.14 / 6.87

Each line ends with the Mulliken spin population.
CARTESIAN COORDINATES (ANGSTROEM)
Ti -0.01965 -0.31886 0.06207  1.1783
C 1.27054 -1.95387 4.14138  -0.0051
O -0.02606 -2.47940 3.73960  0.0200
C -0.21940 -2.03939 2.48480  0.0618
N 0.63599 -1.19706 2.01816  0.1017
C 1.64543 -0.93396 3.04574  0.0076
C 3.03537 -1.13827 2.48520  -0.0012
C 3.33322 -2.31847 1.80366  0.0050
C 4.59631 -2.52599 1.27723  0.0015
C 5.57493 -1.54576 1.41367  0.0003
C 5.28428 -0.37221 2.08848  0.0014
C 4.02024 -0.17418 2.63172  0.0042
C -1.29884 -2.52111 1.68166  0.2869
C -2.23261 -3.43336 2.15290  -0.1075
C -3.22982 -3.89145 1.31975  0.2514
C -3.19688 -3.45967 -0.02617  -0.0853
C -2.24430 -2.57412 -0.43691  0.1676
N -1.30844 -1.99988 0.39298  0.1368
C -2.09098 -2.22497 -1.84637  0.0255
N -1.05670 -1.66279 -2.31996  0.0341
C -1.35716 -1.37825 -3.73833  0.0171
C -2.59973 -2.23595 -4.00737  -0.0027
O -3.10329 -2.52846 -2.68615  0.0045
C -0.16877 -1.57327 -4.65111  -0.0057
C -0.25090 -2.25863 -5.85746  0.0000
C 0.84968 -2.34391 -6.70357  0.0001
C 2.03985 -1.72267 -6.36227  0.0000
C 2.12116 -1.01572 -5.16860  0.0022
C 1.03160 -0.94791 -4.31627  0.0020
H 1.95808 -2.79875 4.15732  0.0041
H 1.18063 -1.52210 5.13439  0.0008
H 1.53307 0.09195 3.39412  -0.0099
H 2.56173 -3.07211 1.67795  -0.0053
H 4.82131 -3.44846 0.75389  0.0005
H 6.55713 -1.69126 0.98137  -0.0002
H 6.03307 0.40403 2.17234  0.0001
H 3.78025 0.75797 3.13043  0.0003
H -2.15185 -3.76441 3.18009  -0.0002
H -3.97792 -4.59187 1.66048  0.0225
H -3.89711 -3.84314 -0.75396  -0.0008
H -1.63148 -0.31836 -3.80151  -0.0045
H -2.37108 -3.18409 -4.49647  0.0002
H -3.38302 -1.71695 -4.55361  0.0007
H -1.17726 -2.72911 -6.16186  0.0001
H 0.76716 -2.88404 -7.63810  0.0000
H 2.89078 -1.76929 -7.02991  0.0000
H 3.03123 -0.48194 -4.91629  0.0000
H 1.09527 -0.37777 -3.39728  0.0280
C 1.56069 -3.39815 -1.81301  -0.0023
C 2.25184 -2.11187 -1.54428  0.0335
N 1.80422 -1.10102 -0.83268  0.0164
C 2.80933 -0.16182 -0.76040  0.0905
C 3.87918 -0.59280 -1.48663  -0.0050
N 3.49943 -1.83447 -1.97391  0.0036
C 5.22182 -0.03461 -1.76753  -0.0008
O 5.78981 -0.52063 -2.91515  0.0001
O 5.82255 0.70838 -1.06286  -0.0006
C 2.52843 1.08019 0.04035  -0.0884
O 3.37089 1.89927 0.30726  -0.0003
O 1.27777 1.11360 0.42308  0.0588
H 0.60353 -3.40234 -1.30180  0.0047
H 2.16655 -4.23208 -1.45189  0.0040
H 1.38096 -3.52496 -2.88124  0.0009
H 4.08207 -2.48802 -2.47016  0.0001
H 5.10838 -0.81543 -3.53201  0.0005
F 1.25852 1.72980 -2.39296  -0.0060
C -0.10013 1.79384 -2.42155  0.0837
C -0.85322 1.01477 -1.56793  0.0606
C -2.20819 1.19004 -1.73029  -0.0257
F -3.06264 0.46024 -0.95986  0.0265
C -2.80367 2.07474 -2.60757  -0.0306
F -4.13553 2.21181 -2.66849  -0.0004
C -1.99322 2.84634 -3.42132  0.0123
F -2.52740 3.72489 -4.27253  0.0009
C -0.62137 2.69376 -3.33545  0.0153
F 0.17450 3.43484 -4.11538  0.0005
C -3.98557 2.51797 3.77180  0.0341
Ge -3.55414 1.02800 2.56176  0.0678
C -4.99080 0.81034 1.25887  0.0040
C -3.54210 -0.62493 3.61967  -0.0005
Ge -1.34960 1.65340 1.66316  0.2521
C -1.47404 3.32014 0.64660  0.0607
C -0.36672 3.92969 0.05214  -0.0019
C -0.50563 5.11235 -0.65890  -0.0083
C -1.75418 5.70560 -0.79788  0.0170
C -2.86508 5.10621 -0.22460  -0.0060
C -2.72274 3.92124 0.48716  0.0005
C -0.16042 1.92790 3.19431  0.1038
C -0.48546 1.38382 4.43845  0.0598
C 0.36068 1.52598 5.53152  -0.0169
C 1.55747 2.21454 5.39384  0.0315
C 1.89706 2.76204 4.16230  -0.0200
C 1.04958 2.61747 3.07344  0.0142
H -4.96661 2.31919 4.21060  0.0064
H -4.02602 3.47298 3.24881  -0.0020
H -3.25388 2.60002 4.57574  -0.0032
H -5.92399 0.71558 1.82010  0.0017
H -4.84031 -0.09628 0.67536  -0.0024
H -5.08069 1.64654 0.56776  -0.0011
H -4.28322 -0.52863 4.41645  0.0012
H -2.58154 -0.86892 4.07255  -0.0072
H -3.83466 -1.45837 2.98127  0.0071
H 0.60879 3.46270 0.11159  0.0189
H 0.36451 5.56376 -1.12002  0.0001
H -1.85982 6.62452 -1.36101  0.0008
H -3.84598 5.55117 -0.33781  0.0005
H -3.61283 3.46491 0.90595  -0.0075
H -1.40810 0.82994 4.57189  -0.0009
H 0.08326 1.09892 6.48780  0.0006
H 2.22192 2.32641 6.24164  0.0016
H 2.83126 3.29743 4.04374  0.0003
H 1.35942 3.01731 2.11824  0.0015

***

Relative energies, in hartree, with the most stable structure set to zero: A 0.0442; B 0.0000.